Entry 1:
ORCA calculation (ωB97M-V/def2-TZVPD) on 3 unconnected molecules or ions with the total composition C23H39BN2O8P2S.

```
76
C23H39BN2O8P2S, DFT ωB97M-V/def2-TZVPD
C -3.61715 -4.00179 -0.91918
H 3.37362 2.19428 1.43588
H -2.19814 4.83869 -5.54505
H -3.39347 4.12091 -4.44219
H 0.67247 1.40825 4.27783
H 2.45299 -4.44437 0.11913
C -0.46158 4.08714 -3.27244
O -2.41292 -4.72040 2.07730
H -1.23342 -3.55548 -2.87819
C -1.28307 -0.21180 0.17081
H -2.72291 5.51354 -2.62583
O -0.40020 -1.78862 2.72403
H 4.95507 -0.25620 1.23476
C -1.47014 -4.46213 0.94292
C -2.16079 5.68397 -3.55175
H 5.96334 -3.70182 -0.24227
N -4.27917 -2.68213 -0.59372
H 0.81410 1.39592 -0.72389
H -2.64215 -1.63624 -1.77477
H -1.37527 2.32902 3.65504
C 4.99888 -1.27903 0.85210
C -2.72361 -0.92464 0.49921
H -0.29412 -2.08926 3.68787
B 0.77302 2.18727 1.13544
H -0.46503 -1.05735 0.21435
C -0.87187 -3.82382 -1.78248
S -1.29014 5.28363 1.35229
H -3.79652 -4.31353 -2.03520
H -4.14513 -0.62016 -1.25633
C -3.40541 -1.48712 -0.90066
C 0.75169 -3.93098 -1.54151
H -0.37531 6.06339 -2.34382
O 0.48018 0.41847 4.26265
O 1.44521 2.89424 2.25619
H 6.47283 -0.72452 -0.60104
H 0.57018 -4.85915 2.22215
C -1.37495 3.68791 0.68246
C 3.90069 -1.58503 -0.14288
H 6.33034 -2.81566 -1.73905
H -2.46672 6.64822 -3.96542
H -2.95931 2.36459 2.56662
C -3.23589 -0.75967 4.32541
H 7.12027 -1.78402 0.66620
P 0.28844 -0.19029 2.64179
C -2.68844 0.39272 3.68706
H 4.93400 -1.96687 1.70342
H -0.12065 6.04231 -4.09914
H -0.64282 3.66143 -2.27983
O 1.68168 -0.34032 1.84394
H -2.61713 -1.77041 1.32839
H 2.97915 -1.92216 0.34043
O -1.42377 3.52185 -4.17342
H 2.90238 4.07254 1.19677
H -3.95406 -1.38555 5.04433
C -0.68257 5.58406 -3.27675
H 3.51935 3.36462 2.91431
C -2.03624 1.68858 2.90582
H 3.67094 -0.71167 -0.76241
H 0.54777 3.81149 -3.59135
H -2.91397 -3.86176 2.21125
H -4.13990 -4.81438 -0.21770
H -5.08010 -2.61110 -1.29129
H -1.33918 0.24093 -0.93084
C 6.24103 -1.57447 0.05178
C -2.01391 -4.08077 -0.58835
P -0.90176 1.22479 1.42563
C 5.80657 -2.76081 -0.78075
O 4.39764 -2.61616 -1.00713
H -3.51009 -0.15257 0.95547
C -2.38316 4.53378 -4.50928
C 0.17014 -4.56443 1.15462
C 2.87711 3.14745 1.94239
O 1.32679 2.12263 -0.26255
H 1.56614 -3.76003 -2.38654
N -1.77028 2.40620 0.36239
C 1.28838 -4.33613 -0.03537
```

## Properties
**Highest occupied orbital energy**: -0.3028 hartree
**SMILES**: C#CCP(CCCNCc1ccccc1O)(N=C=S)(B(O)OC)P(=O)(O)O.C1CCOC1.C1CCOC1



Entry 2:
ORCA calculation (ωB97M-V/def2-TZVPD) on a molecular structure, CH4BClS.

```
8
CH4BClS, DFT ωB97M-V/def2-TZVPD
H -0.22350 1.22434 -0.06758
H 0.86439 0.05868 0.32927
C -0.14805 0.24505 0.29540
H 0.14571 -1.15455 -1.67344
H -0.53393 0.36265 1.32977
B -0.63217 -0.67623 -0.95358
S -2.38754 -1.60953 -2.35576
Cl -3.98368 -0.48600 -2.03291
```

## Properties
**Highest occupied orbital energy (alpha / beta)**: -0.2087 / -0.3681 hartree
**Multiplicity**: 3



Entry 3:
ORCA calculation (ωB97M-V/def2-TZVPD) on 2 unconnected molecules or ions with the total composition C3H6NO2S.

```
13
C3H6NO2S, DFT ωB97M-V/def2-TZVPD
H 2.65596 -0.42263 -1.09716
N 0.81842 -0.89241 0.01702
H -1.83801 0.82643 1.39692
H -1.22456 -1.38155 0.81794
H -1.19669 -0.79338 -0.65735
O 0.53822 -0.01250 -2.10194
S -0.78395 2.18955 -0.21918
H -0.05472 0.89960 1.75681
O 1.51926 -1.44469 1.03493
C -0.60958 -0.67727 0.22585
H -0.10168 1.52723 -1.01965
C -0.89591 0.64770 0.95632
C 1.17324 -0.46607 -1.11051
```

## Properties
**Highest occupied orbital energy**: -0.1127 hartree
**Net charge**: -1



Question: Number 2 is which compound?
Answer: CH4BClS



Question: What is the formula in the third record?
Answer: C3H6NO2S